(1)
ORCA calculation (ωB97M-V/def2-TZVPD) on 4 unconnected molecules or ions with the total composition C16H34O10Si.

XYZ file:
```
61
Properties=species:S:1:pos:R:3:forces:R:3
C 3.1142 3.8120 0.0572 -0.724 0.092 -1.326
Si 2.6036 4.2481 -1.7536 0.573 -0.404 0.469
C 3.2528 2.8404 -2.8628 0.411 0.204 0.232
C 3.5196 5.8806 -2.1782 -0.350 -0.406 -0.057
C 0.7139 4.4394 -1.7278 -0.199 0.458 0.370
C -0.1828 3.1928 -1.2696 1.575 1.538 -1.194
C -0.8171 2.9136 -2.6638 1.062 0.503 0.830
O -1.2480 4.2085 -3.0922 -0.185 -0.315 0.180
C -0.0563 5.0084 -2.9752 -0.665 0.095 1.186
H 2.5209 2.9236 0.3379 0.384 0.357 0.247
H 4.1876 3.5761 0.0558 -0.316 0.183 0.327
H 2.8448 4.6926 0.6602 0.318 -0.476 0.174
H 3.8489 3.2783 -3.6846 -0.497 -0.326 0.077
H 2.4902 2.1387 -3.2297 0.280 0.276 -0.037
H 3.9825 2.2667 -2.2581 -0.393 0.139 -0.232
H 3.7030 6.3913 -1.2182 -0.130 0.114 -0.491
H 4.4945 5.7005 -2.6618 -0.342 -0.053 0.234
H 2.9273 6.5048 -2.8684 0.237 -0.026 0.389
H 0.5649 5.1833 -0.9149 0.268 -0.150 -0.439
H 0.5061 2.4503 -0.8428 -0.722 -0.231 -0.107
H -0.8265 3.6785 -0.5221 -0.383 -1.063 -0.279
H -1.5754 2.1234 -2.6688 -0.100 0.568 -0.357
H 0.0381 2.7307 -3.3482 -0.427 -1.028 0.315
H -0.3851 6.0095 -2.6540 0.110 -0.159 -0.866
H 0.4461 5.0105 -3.9545 0.208 0.044 0.405
C -1.1265 -0.1579 1.5615 -0.384 0.130 -0.119
O -0.1723 -0.9187 2.3056 -0.011 -0.037 -0.004
C 1.0972 -0.6390 2.0070 -0.066 -0.204 0.321
O 1.4708 0.1654 1.1987 0.082 0.209 -0.250
O 1.8792 -1.4097 2.7637 -0.082 0.037 0.012
C 3.2767 -1.2160 2.5469 0.395 -0.062 0.063
H -2.1184 -0.4671 1.8833 0.135 -0.157 0.132
H -1.0120 0.9068 1.7631 0.121 -0.031 -0.111
H -1.0294 -0.3577 0.4945 0.108 0.111 0.025
H 3.5649 -0.1924 2.7847 -0.064 0.012 -0.146
H 3.5447 -1.4603 1.5195 -0.047 0.131 -0.005
H 3.8021 -1.8931 3.2157 -0.217 -0.069 0.034
C -7.0952 0.1847 -0.3520 -0.101 0.354 -0.074
O -7.1543 -1.2407 -0.3808 -0.047 0.014 -0.033
C -6.1910 -1.8372 0.3194 -0.298 -0.193 -0.211
O -5.3245 -1.2854 0.9389 0.286 0.170 0.177
O -6.3589 -3.1540 0.2110 -0.016 -0.057 -0.012
C -5.3875 -3.9234 0.9187 0.169 -0.303 0.131
H -7.9232 0.5534 -0.9525 -0.028 -0.215 -0.020
H -7.2083 0.5546 0.6665 0.142 -0.032 -0.013
H -6.1614 0.5406 -0.7861 0.031 -0.028 0.136
H -5.4338 -3.7140 1.9869 0.086 0.104 -0.055
H -4.3868 -3.7282 0.5343 -0.023 0.101 0.095
H -5.6266 -4.9715 0.7565 -0.155 0.095 -0.116
C 0.7833 -3.9492 1.0186 -0.139 0.377 -0.020
O 0.7275 -5.3753 0.9920 -0.053 -0.011 -0.087
C 1.6959 -5.9646 1.6909 -0.275 -0.128 -0.190
O 2.5630 -5.4071 2.3040 0.252 0.138 0.156
O 1.5330 -7.2837 1.5886 -0.029 -0.082 -0.014
C 2.5107 -8.0444 2.2956 0.169 -0.296 0.127
H -0.0460 -3.5782 0.4200 -0.042 -0.245 -0.034
H 0.6709 -3.5768 2.0350 0.156 -0.035 -0.017
H 1.7154 -3.5918 0.5799 0.042 -0.036 0.141
H 2.4677 -7.8302 3.3630 0.088 0.104 -0.055
H 3.5088 -7.8459 1.9063 -0.022 0.105 0.099
H 2.2761 -9.0946 2.1393 -0.158 0.092 -0.115
```
Forces are in eV/Å.

The HOMO energy comes out at -9.68 eV. As for the structure (SMILES): C[Si](C)(C)[C@@H]1CCOC1.COC(=O)OC.COC(=O)OC.COC(=O)OC. As for the HOMO-LUMO gap: 10.192 eV. The total energy is -1671.94223 hartree.

(2)
ORCA calculation (ωB97M-V/def2-TZVPD) on a molecular structure, C16H35AlNO2S3Tl.

XYZ file:
```
59
Properties=species:S:1:pos:R:3:forces:R:3
C 2.9479 2.9091 2.7425 0.751 -0.741 -0.458
C 3.6460 1.6411 2.1183 -0.828 1.412 1.060
O 4.2030 2.0813 0.8770 0.807 -0.860 -0.192
C 4.7835 1.0071 0.1777 -1.595 -0.375 0.010
C 3.6383 0.1384 -0.4615 -0.354 -0.244 -0.017
O 2.5313 0.9187 -0.8718 -0.643 -1.500 -0.494
Al 0.9982 -0.1157 -1.1203 1.936 1.884 0.960
S -0.2614 0.1257 0.7550 0.489 0.432 0.028
C 1.3941 -2.0538 -1.6296 -0.455 -1.972 0.207
C 0.3501 -3.1059 -1.0976 1.154 0.042 -0.591
C -1.1524 -2.7465 -1.3658 -0.486 -0.079 0.218
S -2.1297 -3.6331 -0.0484 -0.385 0.556 -0.311
C -3.3795 -2.4561 0.6089 0.182 1.153 0.676
S -4.8745 -2.5319 -0.0668 1.501 -0.076 0.009
N -2.9500 -1.6026 1.6483 -2.349 -1.368 -1.209
C -3.8544 -0.4481 1.8630 0.599 1.489 0.245
C -3.6291 0.6259 0.7320 0.059 -0.527 0.504
C -2.6139 -2.3376 2.8944 2.469 -0.330 0.785
C -1.0535 -2.1743 3.1288 -0.998 -0.118 -0.435
C 0.0114 0.7553 -2.7341 -1.849 0.839 -1.547
C -1.2492 1.5891 -2.3078 0.364 1.211 -0.461
C -2.1645 1.8036 -3.5860 -0.015 -0.283 -0.335
C -0.7305 2.9970 -1.8386 0.247 -0.896 0.361
H 2.2164 2.6151 3.5207 0.494 0.211 -0.381
H 3.7507 3.5355 3.1747 -0.700 -0.083 -0.159
H 2.4392 3.4530 1.9204 0.243 -0.255 0.568
H 2.8585 0.8643 2.0085 0.708 0.128 -0.265
H 4.4760 1.3145 2.7805 -0.577 -0.170 -0.315
H 5.4370 1.4316 -0.6397 -1.000 0.131 1.300
H 5.3839 0.3284 0.8259 0.023 0.498 -0.321
H 3.2594 -0.6010 0.2914 0.798 0.342 -0.227
H 4.0441 -0.4798 -1.3135 -0.028 0.370 0.507
H 0.2364 1.2901 1.3136 -0.029 -0.806 -0.603
H 2.3717 -2.2991 -1.1443 -0.689 0.554 -0.095
H 1.5685 -2.1447 -2.7270 -0.489 0.321 0.699
H 0.5043 -3.3631 -0.0247 0.013 0.526 -0.688
H 0.5524 -4.0580 -1.6504 -0.233 0.595 0.444
H -1.4465 -3.1592 -2.3502 -0.054 0.310 0.601
H -1.3837 -1.6618 -1.3454 0.144 -0.572 0.151
H -4.9182 -0.7137 2.0186 0.583 -0.127 -0.276
H -3.5181 0.0344 2.8092 -0.242 -0.524 -0.542
H -3.2206 0.1194 -0.1660 -0.549 0.374 0.309
H -2.8431 1.3361 1.0699 -0.673 -0.341 -0.266
H -4.5709 1.1604 0.5167 0.560 -0.222 -0.068
H -3.1371 -1.8950 3.7633 -0.044 -0.251 -0.721
H -2.8613 -3.4170 2.8392 -0.071 0.677 -0.096
H -0.5602 -2.4290 2.1600 -0.166 0.144 0.962
H -0.6916 -2.8356 3.9389 -0.184 0.466 -0.391
H -0.8611 -1.1024 3.3538 0.120 -0.766 -0.049
H 0.7320 1.4698 -3.2058 0.081 -0.784 0.695
H -0.2392 -0.0103 -3.4989 0.253 0.050 0.741
H -1.8446 1.1248 -1.5033 0.375 0.113 -0.506
H -2.0650 2.8304 -3.9995 0.142 -0.655 0.346
H -1.9085 1.0952 -4.4060 -0.254 0.424 0.495
H -3.2414 1.6565 -3.3496 0.712 -0.011 0.030
H -1.5581 3.6786 -1.5567 0.537 -0.453 -0.057
H -0.1201 3.4706 -2.6367 -0.519 -0.276 0.348
H -0.0329 2.8185 -0.9840 -0.591 0.479 -0.327
Tl 6.7304 1.1557 -2.2212 0.706 -0.067 -0.856
```
Forces are in eV/Å.

The HOMO energy comes out at -13.32 eV. As for the HOMO-LUMO gap: 2.784 eV. The total energy is -2444.59924 hartree. Its net charge is +2.

(3)
ORCA calculation (ωB97M-V/def2-TZVPD) on a molecular structure, C16H35B2Br2O10S4.

XYZ file:
```
69
Properties=species:S:1:pos:R:3:forces:R:3
C 5.1466 0.7341 0.7856 0.037 -0.272 -0.013
C 4.2265 0.4404 -0.3668 0.265 0.163 0.117
Br 4.2446 1.8586 -1.6772 -0.167 0.021 -0.102
C 2.7996 0.1523 0.0031 -0.563 0.042 0.098
Br 2.0339 1.4063 1.2710 -0.108 -0.123 -0.051
S 2.5931 -1.4621 0.8482 0.925 0.171 0.630
C 3.3800 -2.7832 -0.1003 0.112 -0.561 0.109
B 4.2784 -3.7420 0.8369 -0.052 0.618 0.471
O 4.7396 -4.8887 0.3508 -0.220 -0.682 -1.204
O 4.5797 -3.4409 2.1228 0.514 0.651 0.208
B 0.6928 -1.6869 0.7843 0.033 -0.437 -0.038
O 0.0882 -1.3022 -0.3178 -0.449 0.939 -0.564
O 0.0827 -2.2193 1.8532 0.078 0.902 0.850
H 4.8227 1.5646 1.3876 -0.100 0.343 0.125
H 6.1330 0.9508 0.4110 0.336 0.097 -0.055
H 5.2002 -0.1550 1.4087 0.086 -0.171 0.301
H 4.6059 -0.4327 -0.8746 0.091 -0.194 -0.440
H 2.1288 0.1652 -0.8350 -0.144 -0.045 -0.468
H 2.6418 -3.4137 -0.5738 -0.492 0.044 -0.248
H 4.0055 -2.4035 -0.8987 -0.009 0.456 -0.168
H 4.4614 -5.0243 -0.5699 0.255 -0.386 0.359
H 5.0073 -2.5752 2.2149 -0.407 -0.239 0.391
H -0.7982 -0.9656 -0.0806 -0.066 -0.477 -0.618
H 0.2227 -1.6249 2.6163 -0.038 -0.832 0.221
C -4.4612 -5.4392 1.6799 0.097 0.039 -0.082
C -3.0197 -4.9341 1.8347 -0.076 0.013 0.014
C -2.6602 -4.1829 0.5458 0.263 -0.216 0.246
S -4.2035 -3.5391 -0.1079 -0.186 -0.146 0.356
O -4.4795 -4.1779 -1.3656 0.057 0.212 -0.137
O -4.2080 -2.1002 0.0273 0.190 0.038 -0.205
C -5.2605 -4.2535 1.1447 -0.051 -0.223 0.213
H -4.8675 -5.7978 2.6234 -0.014 -0.004 0.002
H -4.4921 -6.2635 0.9651 -0.036 0.000 -0.005
H -2.9637 -4.2539 2.6869 -0.010 0.016 -0.009
H -2.3217 -5.7486 2.0206 0.004 -0.005 -0.005
H -1.9877 -3.3504 0.7324 -0.023 0.045 -0.086
H -2.2339 -4.8480 -0.2029 -0.093 0.026 -0.088
H -6.2109 -4.5322 0.6962 0.016 0.089 -0.106
H -5.4152 -3.4994 1.9159 0.001 0.049 -0.038
C 6.2249 6.7911 -0.9798 -0.075 -0.048 0.096
C 5.6378 7.2344 0.3673 0.060 -0.025 -0.044
C 5.5349 5.9865 1.2550 -0.205 0.298 -0.018
S 6.8313 4.8718 0.7004 0.139 0.343 -0.025
O 6.2166 3.6865 0.1421 0.037 -0.092 0.151
O 7.8488 4.7674 1.7111 -0.031 -0.271 0.036
C 7.4155 5.8984 -0.6419 -0.092 0.181 -0.254
H 6.5259 7.6405 -1.5896 0.007 0.000 -0.011
H 5.4794 6.2220 -1.5397 0.023 -0.007 -0.028
H 6.3030 7.9631 0.8328 0.019 -0.010 0.004
H 4.6660 7.7097 0.2474 -0.010 0.002 0.017
H 5.6945 6.2115 2.3061 0.047 -0.133 0.033
H 4.5819 5.4765 1.1257 0.046 -0.089 -0.034
H 7.7376 5.2670 -1.4664 0.031 -0.104 0.086
H 8.2552 6.4807 -0.2652 0.022 -0.044 0.055
C -6.6751 -0.4424 -1.3715 -0.107 0.116 -0.111
C -6.4430 0.5664 -2.5048 -0.061 -0.021 0.042
C -7.8131 0.9081 -3.1064 0.375 0.014 -0.137
S -9.0096 0.6881 -1.7824 0.137 0.084 0.073
O -9.8842 -0.4021 -2.1273 -0.102 0.039 0.005
O -9.5307 1.9695 -1.3845 -0.158 -0.050 -0.022
C -7.8396 0.1131 -0.5564 0.294 -0.165 0.057
H -5.7884 -0.5767 -0.7603 0.016 -0.035 0.006
H -6.9435 -1.4143 -1.7920 -0.003 -0.016 0.027
H -5.9838 1.4703 -2.0988 -0.020 0.008 0.016
H -5.7704 0.1707 -3.2645 -0.003 0.002 -0.015
H -7.8671 1.9346 -3.4587 -0.147 0.006 0.007
H -8.0831 0.2266 -3.9102 -0.098 -0.033 0.050
H -8.3193 -0.6258 0.0809 -0.143 0.053 -0.035
H -7.5338 0.9756 0.0351 -0.054 0.037 -0.009
```
Forces are in eV/Å.

The HOMO energy comes out at -11.45 eV. As for the HOMO-LUMO gap: 7.784 eV. The total energy is -8173.44711 hartree. Its net charge is +1.